(1)
Formula: C35H25BrCl2N6O4Tl
Source: the Open Molecules 2025 dataset
Level of theory: ωB97M-V/def2-TZVPD

XYZ file:
```
74
Properties=species:S:1:pos:R:3:forces:R:3
Tl 1.0152 -1.3653 1.0288 -0.1 -0.1 -0.1
O 5.4613 -2.0241 2.5706 -0.1 0.0 0.0
C 4.3738 -1.9626 1.9496 0.1 0.1 0.0
N 3.3671 -1.1372 2.1510 0.3 0.0 0.1
C 3.6224 -0.2103 3.2226 0.1 0.0 0.0
C 2.4700 0.7232 3.4727 0.0 0.1 0.0
C 2.5178 1.6195 4.5445 0.0 0.0 0.0
C 1.4668 2.4884 4.7461 -0.1 0.0 0.0
C 0.3808 2.4462 3.8767 0.1 0.0 0.0
C 0.4091 1.5250 2.8489 0.0 0.0 0.0
N 1.4316 0.6900 2.6495 -0.2 0.0 0.0
C 4.1928 -2.9531 0.8083 0.0 0.0 0.0
C 5.0083 -4.0851 0.7835 0.0 0.0 0.0
C 4.8647 -4.9956 -0.2447 0.0 0.0 0.0
C 3.9204 -4.7483 -1.2332 0.0 0.0 0.0
C 3.1650 -3.5925 -1.1330 0.0 0.0 0.0
N 3.2898 -2.7121 -0.1425 0.2 -0.1 -0.1
H 4.5128 0.4086 3.0195 0.0 0.0 0.0
H 3.8674 -0.7208 4.1649 0.0 0.0 0.0
H 3.3789 1.6151 5.2016 0.0 0.0 0.0
H 1.4836 3.1868 5.5743 0.0 0.0 0.0
H -0.4739 3.0963 4.0043 0.0 0.0 0.0
H -0.4179 1.4238 2.1591 0.0 0.0 0.0
H 5.7339 -4.2021 1.5754 0.0 0.0 0.0
H 5.4798 -5.8870 -0.2814 0.0 0.0 0.0
H 3.7721 -5.4296 -2.0607 0.0 0.0 0.0
H 2.4159 -3.3584 -1.8841 0.0 0.0 0.0
C 4.4612 0.5749 -0.7707 -0.1 0.0 0.1
O 3.0634 0.7588 -0.6332 0.2 -0.2 0.2
C 2.4310 1.3868 -1.6231 -0.4 0.1 0.0
C 3.0229 1.9003 -2.7384 0.0 0.1 -0.2
C 2.2313 2.5451 -3.7245 0.0 0.0 0.0
Br 3.1127 3.2426 -5.2589 0.0 0.0 0.0
C 0.8898 2.6691 -3.6016 0.0 0.0 0.0
C 0.2501 2.1396 -2.4480 0.1 0.0 0.0
C 0.9858 1.4875 -1.4113 0.0 -0.1 0.1
O 0.4475 1.0100 -0.3728 0.4 0.1 -0.2
C -1.1541 2.1952 -2.2717 -0.1 0.0 0.1
N -1.7895 1.6831 -1.2136 -0.1 0.1 -0.1
C -3.1569 1.8394 -1.3631 0.0 0.0 0.0
C -4.2192 1.4535 -0.5633 0.0 0.1 0.0
C -5.4908 1.7525 -1.0243 0.0 0.0 0.0
C -5.6903 2.4211 -2.2350 0.0 0.0 0.0
C -4.6249 2.8131 -3.0324 0.0 0.0 0.0
C -3.3557 2.5051 -2.5731 0.0 0.0 0.0
N -2.0877 2.7205 -3.1079 0.0 0.0 0.0
H 4.6926 0.0103 -1.6786 0.0 0.0 0.0
H 4.7614 0.0081 0.1014 0.1 -0.1 0.1
H 4.9776 1.5407 -0.7969 0.0 0.0 0.0
H 4.0912 1.8215 -2.8870 -0.1 0.0 0.0
H 0.3234 3.1669 -4.3788 0.0 0.0 0.0
H -1.1934 1.1822 -0.5239 0.0 -0.1 0.1
H -4.0580 0.9254 0.3658 0.0 0.0 0.0
H -6.3472 1.4517 -0.4356 0.0 0.0 0.0
H -6.6995 2.6354 -2.5610 0.0 0.0 0.0
H -4.7820 3.3267 -3.9718 0.0 0.0 0.0
H -1.8788 3.1484 -3.9907 0.0 0.0 0.0
Cl -3.3678 -0.7766 4.5035 0.0 0.0 0.0
C -3.6759 -1.1342 2.8261 0.0 0.0 0.0
C -4.9787 -1.4355 2.4453 0.0 0.0 0.0
C -5.2875 -1.7277 1.1415 0.0 0.0 0.0
Cl -6.9489 -2.0846 0.7092 0.0 0.0 0.0
C -4.2807 -1.7241 0.1542 0.0 -0.1 0.0
C -4.5126 -1.9943 -1.2138 0.0 0.0 0.0
C -3.4857 -1.9023 -2.1097 0.0 0.0 0.0
C -2.2123 -1.5365 -1.6376 0.0 0.0 0.0
N -1.9583 -1.2960 -0.3761 0.0 0.0 0.0
C -2.9496 -1.3941 0.5366 0.0 0.0 -0.1
C -2.5754 -1.1013 1.9321 0.1 0.0 0.0
O -1.3990 -0.8389 2.2734 -0.3 0.1 0.0
H -5.7577 -1.4359 3.1965 0.0 0.0 0.0
H -5.5132 -2.2494 -1.5368 0.0 0.0 0.0
H -3.6409 -2.0965 -3.1636 0.0 0.0 0.0
H -1.3792 -1.4260 -2.3296 0.0 0.0 0.0
```
Forces are in eV/Å.

As for the net charge: -1. The calculated total energy is -5645.297733 hartree. As for the relative energy (zero: lowest compared OMol25 entry of this formula, charge and spin): 0.567 eV. For the HOMO energy, the calculation gives -0.1565 Eh. The calculation puts the HOMO-LUMO gap at 6.27 eV. For the LUMO energy, the calculation gives 2.007 eV.



(2)
Formula: C35H25GaGeN4S4
Source: the Open Molecules 2025 dataset
Level of theory: ωB97M-V/def2-TZVPD

XYZ file:
```
70
Properties=species:S:1:pos:R:3:forces:R:3
Ga 0.4825 0.1760 1.6056 0.0 -0.3 -0.1
C 4.0044 2.0653 -0.6737 0.0 0.0 0.0
C 2.7225 2.8252 -0.6573 0.0 0.1 -0.1
N 1.6005 2.3534 -1.0803 0.1 0.0 0.0
C 0.5669 3.2281 -0.8677 0.1 0.2 0.1
C 0.9185 4.4146 -0.2984 0.1 0.0 -0.1
S 2.6075 4.4386 -0.0152 -0.1 -0.1 0.1
C -0.7967 2.7719 -1.1449 -0.2 0.1 0.1
C -1.9403 3.5120 -1.1053 0.0 0.0 -0.1
S -3.2997 2.4806 -1.2955 0.1 0.0 0.1
C -2.2259 1.1113 -1.4155 0.0 0.0 -0.1
N -0.9789 1.4314 -1.3369 -0.1 -0.2 -0.1
C -2.6993 -0.2941 -1.5293 -0.1 0.0 0.0
H 3.8229 1.0805 -0.2315 0.0 0.1 0.0
H 4.7719 2.5719 -0.0888 0.0 0.0 0.0
H 4.3626 1.9362 -1.6955 0.0 0.0 0.0
H 0.2764 5.2199 0.0123 0.0 0.0 0.0
H -2.0457 4.5727 -0.9557 0.0 0.0 0.0
H -3.7770 -0.3726 -1.3918 -0.1 0.0 0.0
H -2.1831 -0.8644 -0.7427 0.0 0.0 0.0
H -2.4276 -0.7113 -2.4997 0.0 0.0 0.0
S 2.7390 -1.1705 1.0593 0.0 0.1 0.1
C 2.4374 -1.5997 -0.5871 0.2 0.2 0.0
C 3.4299 -1.3149 -1.5414 0.1 0.0 0.0
C 3.3585 -1.7248 -2.8619 -0.2 -0.1 0.1
C 4.4367 -1.4303 -3.7497 0.1 0.0 -0.1
N 5.3190 -1.1849 -4.4499 0.0 0.0 0.0
C 2.2182 -2.4348 -3.2943 0.1 0.1 0.1
C 1.1984 -2.6600 -2.3833 0.0 0.0 0.0
C 1.2737 -2.2600 -1.0457 -0.2 -0.1 -0.1
S -0.0996 -2.7230 -0.0805 -0.1 -0.2 0.1
C 2.0867 -2.8909 -4.6387 0.0 0.0 -0.2
N 1.9645 -3.2618 -5.7232 0.0 0.0 0.0
H 4.3132 -0.7897 -1.2017 0.0 -0.1 0.0
H 0.2987 -3.1635 -2.7144 0.0 0.0 0.0
C -0.6005 -1.3990 0.9790 -0.1 0.2 0.4
Ge -1.6469 -2.0617 2.4137 0.2 0.2 -0.2
C -0.7535 -3.0383 3.9015 -0.1 -0.1 0.0
C -0.8726 -4.4137 4.0892 0.0 0.0 0.0
C -0.1678 -5.0681 5.0930 0.0 -0.1 0.0
C 0.6685 -4.3513 5.9347 0.0 0.0 0.0
C 0.8041 -2.9795 5.7591 0.0 0.0 0.0
C 0.1053 -2.3374 4.7480 0.0 0.0 0.0
C -3.1350 -3.2926 1.9003 0.0 0.1 -0.1
C -3.9614 -3.8997 2.8446 0.0 0.0 0.1
C -5.0474 -4.6769 2.4660 0.0 0.0 0.0
C -5.3297 -4.8617 1.1197 0.0 0.0 0.0
C -4.5271 -4.2564 0.1633 0.0 0.0 0.0
C -3.4474 -3.4733 0.5526 -0.1 0.0 0.1
C -2.5854 -0.5612 3.3029 0.0 0.0 -0.1
C -2.9950 0.5281 2.5305 0.0 -0.1 0.0
C -3.7152 1.5745 3.0879 0.0 0.0 0.0
C -4.0435 1.5531 4.4368 0.0 0.0 0.0
C -3.6448 0.4799 5.2206 0.0 0.0 0.0
C -2.9258 -0.5652 4.6529 0.0 -0.1 0.0
H -1.5219 -4.9863 3.4361 0.0 0.0 0.0
H -0.2666 -6.1419 5.2119 0.0 0.0 0.0
H 1.2240 -4.8597 6.7148 0.0 0.0 0.0
H 1.4680 -2.4129 6.4021 0.0 0.0 0.0
H 0.2410 -1.2704 4.5967 0.0 0.0 0.0
H -3.7508 -3.7643 3.9015 0.0 0.0 0.0
H -5.6760 -5.1371 3.2208 0.0 0.0 0.0
H -6.1760 -5.4687 0.8184 0.0 0.0 0.0
H -4.7441 -4.3924 -0.8900 0.0 0.0 0.0
H -2.8340 -2.9858 -0.1917 0.1 0.0 -0.1
H -2.7247 0.5477 1.4811 0.0 0.0 0.0
H -4.0123 2.4121 2.4664 0.0 0.0 0.0
H -4.6025 2.3717 4.8765 0.0 0.0 0.0
H -3.8906 0.4567 6.2767 0.0 0.0 0.0
H -2.6091 -1.3933 5.2790 0.0 0.0 0.0
```
Forces are in eV/Å.

As for the net charge: -2. The calculated total energy is -7162.232298 hartree. As for the relative energy (zero: lowest compared OMol25 entry of this formula, charge and spin): 0.181 eV. For the HOMO energy, the calculation gives -0.0059 Eh. The calculation puts the HOMO-LUMO gap at 4.00 eV. For the LUMO energy, the calculation gives 3.840 eV.



(3)
Formula: C35H26AuN3O2P
Source: the Open Molecules 2025 dataset
Level of theory: ωB97M-V/def2-TZVPD

XYZ file:
```
68
Properties=species:S:1:pos:R:3:forces:R:3
Au -1.7104 0.3162 -0.9104 0.0 0.1 -0.1
O 2.4509 -2.3448 -1.8512 0.0 0.0 0.0
C 2.7592 -1.3418 -2.7224 0.0 0.0 -0.1
C 4.0331 -1.2220 -3.2667 0.0 0.0 0.0
C 4.3353 -0.1682 -4.1115 0.0 0.0 0.0
C 3.3761 0.7920 -4.4077 0.0 0.0 0.0
C 2.1110 0.6731 -3.8626 0.0 0.0 0.0
C 1.7796 -0.3984 -3.0358 0.0 0.0 -0.1
C 0.4178 -0.4751 -2.4729 0.0 0.0 0.1
O -0.0039 0.6861 -1.9154 0.0 0.0 0.0
N -0.2665 -1.5683 -2.5012 0.0 0.0 0.0
N -1.4569 -1.4093 -1.8477 0.0 0.0 0.1
C -2.3451 -2.3523 -1.5576 0.0 0.0 0.0
C -3.3691 -1.9582 -0.6770 0.0 0.0 0.0
C -4.4158 -2.8002 -0.2408 0.0 0.0 0.0
C -5.3383 -2.3456 0.6555 0.0 0.0 0.0
C -5.2489 -1.0225 1.1462 0.0 0.0 0.0
C -4.2388 -0.2208 0.7012 0.0 0.0 0.0
N -3.3215 -0.6520 -0.1900 0.0 0.0 0.0
H 3.2054 -2.9399 -1.7834 0.0 0.0 0.0
H 4.7890 -1.9603 -3.0217 0.0 0.0 0.0
H 5.3282 -0.0961 -4.5357 0.0 0.0 0.0
H 3.6113 1.6181 -5.0643 0.0 0.0 0.0
H 1.3490 1.4115 -4.0774 0.0 0.0 0.0
H -2.2558 -3.3525 -1.9595 0.0 0.0 0.0
H -4.4610 -3.8065 -0.6345 0.0 0.0 0.0
H -6.1381 -2.9935 0.9874 0.0 0.0 0.0
H -5.9649 -0.6339 1.8545 0.0 0.0 0.0
H -4.1265 0.8014 1.0349 0.0 0.0 0.0
C 5.0757 -0.0246 -0.0249 0.0 0.0 0.0
C 4.3081 0.9576 -0.6409 0.0 0.0 0.1
C 2.9562 1.0457 -0.3693 0.0 0.0 0.0
C 2.3721 0.1465 0.5319 0.0 0.0 0.0
C 3.1413 -0.8480 1.1405 0.0 0.0 0.0
C 4.4960 -0.9209 0.8644 0.0 0.0 0.0
P 0.6299 0.2882 0.7969 0.0 -0.1 0.0
C -0.0925 -1.1528 1.5326 -0.1 0.1 0.1
C -1.0324 -1.0195 2.5593 0.0 0.0 0.0
C -1.7153 -2.1368 3.0081 0.0 0.0 0.0
C -1.4693 -3.3786 2.4346 0.0 0.0 0.0
C -0.5408 -3.5088 1.4075 0.0 0.0 0.0
C 0.1427 -2.4000 0.9408 0.0 -0.1 0.0
C 0.1550 1.8427 1.5209 -0.1 0.0 -0.1
C 0.9959 2.3555 2.4829 0.1 0.0 0.0
C 0.7064 3.5789 3.1098 0.0 0.0 0.0
C -0.4034 4.2764 2.7283 0.0 0.0 0.0
C -1.2734 3.7971 1.7178 0.0 0.1 0.0
C -2.3892 4.5740 1.3228 0.0 0.0 0.0
C -3.2192 4.1338 0.3372 0.0 0.0 0.0
C -2.9727 2.8881 -0.2812 0.0 0.1 0.0
C -1.9079 2.0985 0.0692 0.0 0.0 0.0
C -1.0159 2.5502 1.0891 0.0 0.0 0.0
H 6.1338 -0.0928 -0.2416 0.0 0.0 0.0
H 4.7617 1.6432 -1.3435 0.0 0.0 0.0
H 2.3452 1.7881 -0.8685 0.0 0.0 0.0
H 2.6894 -1.5460 1.8336 0.0 0.0 0.0
H 5.1011 -1.6769 1.3471 0.0 0.0 0.0
H -1.2249 -0.0480 2.9978 0.0 0.0 0.0
H -2.4404 -2.0388 3.8048 0.0 0.0 0.0
H -2.0082 -4.2486 2.7862 0.0 0.0 0.0
H -0.3596 -4.4761 0.9579 0.0 0.0 0.0
H 0.8308 -2.4969 0.1050 0.0 0.1 0.0
H 1.8913 1.8137 2.7638 0.0 0.0 0.0
H 1.3664 3.9603 3.8763 0.0 0.0 0.0
H -0.6329 5.2294 3.1896 0.0 0.0 0.0
H -2.5626 5.5234 1.8135 0.0 0.0 0.0
H -4.0657 4.7293 0.0223 0.0 0.0 0.0
H -3.6571 2.5575 -1.0548 0.0 0.0 0.0
```
Forces are in eV/Å.

As for the net charge: +1. The calculated total energy is -2140.836934 hartree. As for the relative energy (zero: lowest compared OMol25 entry of this formula, charge and spin): 1.153 eV. For the HOMO energy (alpha / beta), the calculation gives -0.3240 / -0.3977 Eh. The spin multiplicity is 3. The calculation puts the HOMO-LUMO gap (alpha / beta) at 6.12 / 5.82 eV. For the LUMO energy (alpha / beta), the calculation gives -2.703 / -5.008 eV.